# 1
# C45H54N16O2RbS

C45H54N16O2RbS as an isolated structure (wB97M-V/def2-TZVPD, the OMol25 dataset).

The geometry in XYZ format:
```
119
Properties=species:S:1:pos:R:3:forces:R:3:mulliken_charge:R:1
Rb 0.2381 1.1686 0.1735 0.124 0.221 0.227 0.7468
N 3.4499 1.1989 -3.5509 0.064 -0.018 -0.019 0.0893
C 2.9125 1.3130 -2.3204 -0.063 0.104 -0.061 -0.5173
N 2.0345 2.1859 -1.9677 0.073 -0.066 -0.130 -0.1327
C 1.5569 3.0814 -2.9264 -0.076 -0.059 0.217 -0.3966
N 0.6109 3.9173 -2.6655 0.084 -0.001 -0.171 -0.8972
N 0.0811 3.7908 -1.3958 -0.051 -0.004 0.210 1.1822
C -0.3082 4.8885 -0.8901 0.001 0.098 -0.041 -1.2906
C -0.9264 4.9535 0.4517 0.050 -0.117 0.048 0.9817
C -1.7039 6.0583 0.7824 0.019 0.051 -0.080 -0.8813
C -2.3361 6.0943 2.0138 -0.017 0.001 0.032 -0.3950
C -2.1637 5.0273 2.8783 0.000 0.019 0.009 -0.7485
C -1.3455 3.9808 2.4747 0.089 0.013 -0.043 -0.1226
N -0.7277 3.9349 1.2993 -0.137 0.006 -0.080 0.0303
C 2.1443 3.0630 -4.2729 0.004 -0.055 0.058 1.1538
C 1.7745 3.9672 -5.2696 0.011 0.004 -0.078 -0.2242
C 2.3412 3.8895 -6.5253 -0.030 0.010 0.044 -0.8109
C 3.2900 2.9046 -6.8024 0.010 0.002 -0.019 -0.4522
C 3.6718 2.0046 -5.8297 0.037 -0.038 -0.017 -0.9054
C 3.0973 2.0878 -4.5646 -0.063 0.056 -0.002 -0.0724
H 4.1511 0.4982 -3.7249 -0.005 -0.007 -0.005 0.2571
H 3.2656 0.5948 -1.5855 0.012 0.016 0.005 0.5178
H -0.2107 5.8201 -1.4505 -0.013 0.011 0.018 0.3644
H -1.8140 6.8690 0.0731 -0.005 -0.006 0.015 0.4204
H -2.9511 6.9402 2.2922 0.002 -0.006 -0.004 0.4489
H -2.6353 5.0049 3.8510 0.000 0.009 -0.009 0.4257
H -1.1701 3.1414 3.1395 -0.009 -0.010 -0.014 0.4305
H 1.0396 4.7228 -5.0291 0.005 -0.003 0.001 0.4841
H 2.0550 4.5933 -7.2947 -0.001 -0.002 0.006 0.4346
H 3.7346 2.8468 -7.7870 0.004 -0.006 0.008 0.4062
H 4.4110 1.2404 -6.0390 -0.005 0.013 -0.007 0.4044
C 4.7107 0.2592 4.5014 0.017 -0.020 -0.039 -1.5635
N 4.1574 0.8907 3.3074 -0.081 -0.022 0.109 1.1409
C 3.0290 0.5890 2.6549 0.022 0.025 0.011 -0.2731
N 2.9164 1.3324 1.5714 0.099 -0.024 -0.092 -0.1097
C 4.0476 2.0866 1.6089 -0.063 0.033 0.119 -0.4606
N 4.8235 1.8568 2.6468 0.045 -0.085 -0.128 -1.0001
C 5.4181 -1.0349 4.1800 -0.005 0.032 -0.024 1.1156
C 6.7991 -1.0933 4.0499 -0.003 -0.021 0.011 -0.7231
C 7.4190 -2.2915 3.7148 0.016 0.025 0.006 -0.6587
C 6.6680 -3.4310 3.4851 0.022 -0.041 -0.004 -0.9792
C 5.2821 -3.3736 3.6030 -0.047 0.074 0.034 0.0811
C 4.6667 -2.1811 3.9651 -0.012 -0.015 -0.021 -0.1112
C 4.4666 -4.5467 3.3059 0.024 -0.202 -0.037 0.5641
N 4.8310 -5.7470 3.0085 0.163 0.172 0.008 -0.4904
N 3.6759 -6.4570 2.7426 -0.220 -0.084 0.029 -0.4904
C 2.6943 -5.6389 2.9086 0.180 -0.110 -0.071 0.5360
O 3.1193 -4.4046 3.2688 -0.094 0.162 0.055 -0.2215
C 1.2657 -5.8469 2.6943 -0.092 0.068 0.007 0.0766
C 0.8015 -7.0316 2.1316 0.020 -0.017 -0.004 -0.9948
C -0.5505 -7.1714 1.8672 0.006 -0.022 -0.007 -0.7482
C -1.4342 -6.1366 2.1450 -0.029 0.007 0.016 -0.7662
C -0.9773 -4.9589 2.7229 0.034 0.030 0.006 0.7700
C -1.9489 -3.8506 3.0630 0.026 -0.009 -0.002 -1.0943
N -1.3312 -2.5316 3.0111 -0.053 -0.066 -0.051 1.3500
C -0.5864 -1.9844 2.0431 0.006 0.002 0.015 -0.6703
N -0.1486 -0.7987 2.4216 0.037 0.012 0.133 0.1379
C -0.6726 -0.6706 3.6713 -0.104 -0.051 -0.087 -0.6388
N -1.3980 -1.6935 4.0654 0.108 0.000 0.026 -1.0931
C 0.3736 -4.8263 3.0070 0.048 0.000 -0.008 -0.1100
H 3.8852 0.0795 5.1895 -0.007 0.010 0.021 0.4021
H 5.3858 0.9804 4.9540 0.004 0.029 -0.016 0.4406
H 2.3189 -0.1539 2.9847 0.018 0.014 0.008 0.2048
H 4.2887 2.8325 0.8687 -0.006 -0.008 0.017 0.4994
H 7.3920 -0.2010 4.2105 -0.002 -0.009 -0.003 0.4398
H 8.4962 -2.3313 3.6242 -0.007 -0.005 -0.002 0.4087
H 7.1376 -4.3659 3.2096 0.000 0.013 0.001 0.5237
H 3.5886 -2.1487 4.0717 0.010 -0.005 -0.007 0.5425
H 1.5048 -7.8188 1.8952 -0.011 0.005 -0.002 0.5247
H -0.9181 -8.0874 1.4244 0.000 0.006 0.002 0.4260
H -2.4872 -6.2496 1.9126 0.015 -0.003 0.000 0.4990
H -2.3176 -3.9563 4.0821 -0.017 0.020 0.011 0.3797
H -2.8087 -3.8800 2.3928 -0.004 0.014 -0.029 0.3301
H -0.3779 -2.4709 1.1023 -0.010 0.006 0.011 0.5582
H -0.5202 0.1938 4.2980 -0.005 -0.015 -0.007 0.5135
H 0.7498 -3.9187 3.4615 -0.012 -0.007 -0.010 0.7612
C -1.6633 -3.7459 -1.6502 -0.028 0.039 -0.046 -0.7383
C -2.3368 -3.2039 -2.9095 0.053 -0.029 0.000 -0.4364
C -1.5500 -2.0967 -3.6081 -0.019 -0.070 0.027 -1.2017
S -1.4181 -0.6230 -2.5767 -0.194 0.028 -0.172 1.0488
O -0.2206 -0.8291 -1.6961 0.118 -0.173 0.108 -0.7242
C -0.8552 0.5341 -3.8443 0.018 0.045 0.029 0.3411
C -1.9741 1.1362 -4.6852 -0.046 0.010 0.032 -0.9239
C -2.8453 2.0990 -3.8829 0.057 -0.043 0.017 -0.6093
H -2.2666 -4.5360 -1.2018 0.006 -0.002 -0.007 0.4161
H -1.5205 -2.9563 -0.9109 -0.009 -0.030 0.004 -0.1523
H -0.6798 -4.1594 -1.8810 -0.001 0.013 0.016 0.3760
H -3.3366 -2.8322 -2.6684 0.003 0.015 -0.006 0.1457
H -2.4779 -4.0160 -3.6259 -0.006 -0.002 -0.001 0.4158
H -2.0424 -1.7951 -4.5349 -0.015 0.010 0.005 0.4838
H -0.5230 -2.3987 -3.8324 0.000 0.017 0.001 0.3688
H -0.0933 0.0188 -4.4345 -0.001 0.009 -0.004 0.7291
H -0.3673 1.3128 -3.2520 0.006 0.005 -0.034 -0.9056
H -2.5870 0.3475 -5.1305 0.003 -0.010 -0.002 0.3110
H -1.5118 1.6659 -5.5205 0.003 -0.005 -0.019 0.4461
H -3.2999 1.5985 -3.0250 -0.003 0.014 -0.008 0.0481
H -3.6439 2.5166 -4.4957 0.011 0.003 -0.017 0.4004
H -2.2349 2.9226 -3.5029 -0.011 -0.007 -0.007 0.1102
C -5.3414 -0.3747 -0.5346 0.021 0.001 0.002 -0.9121
N -4.3366 0.2795 0.2908 0.029 -0.044 0.036 0.1082
C -3.3657 -0.6332 0.8600 -0.049 0.034 -0.025 -0.6859
C -3.8583 1.5223 -0.0948 0.066 0.031 -0.013 0.2062
N -2.5897 1.7373 -0.1317 -0.222 -0.015 -0.039 0.7572
N -4.8398 2.4404 -0.4215 -0.039 0.006 -0.040 0.2503
C -4.4249 3.7250 -0.9464 -0.003 -0.007 0.041 -0.8997
C -6.0725 2.5045 0.3553 0.030 -0.001 0.003 -1.2231
H -4.8687 -1.0548 -1.2541 0.006 -0.003 -0.014 0.0530
H -5.9154 0.3597 -1.0919 -0.001 -0.014 0.008 0.4177
H -6.0238 -0.9548 0.0890 0.000 -0.008 -0.001 0.3381
H -3.9051 -1.4598 1.3275 0.009 0.008 -0.007 0.2699
H -2.7761 -0.1183 1.6156 0.004 -0.022 -0.005 0.1360
H -2.6805 -1.0350 0.1024 0.014 -0.006 -0.004 0.1965
H -2.3950 2.7205 -0.2901 0.041 0.028 0.040 -0.7750
H -4.0259 4.3839 -0.1624 0.004 0.001 -0.005 0.3314
H -5.2906 4.2139 -1.3923 0.008 0.004 -0.003 0.3640
H -3.6694 3.6001 -1.7198 -0.001 -0.004 -0.008 0.0376
H -6.1873 1.6096 0.9585 -0.005 0.010 -0.011 0.4102
H -6.9374 2.6048 -0.3029 -0.003 0.009 -0.003 0.3292
H -6.0504 3.3693 1.0267 -0.003 0.000 0.014 0.3810
```
Forces are in eV/Å.

Values from the calculation:
* E_LUMO: -2.20 eV
* energy: -86965.0221 eV
* relative energy (zero: lowest compared OMol25 entry of this formula, charge and spin): 0.000 eV
* total charge: +1
* Kohn-Sham gap: 0.2960 Ha


# 2
# C45H54N2O5S

A 5-piece molecular cluster, C45H54N2O5S overall at a distorted geometry (wB97M-V/def2-TZVPD, the OMol25 dataset).

The geometry in XYZ format:
```
107
Properties=species:S:1:pos:R:3:forces:R:3:mulliken_charge:R:1
C 5.0930 -4.4916 -0.4313 0.021 -0.150 -0.546 -0.6842
O 4.2947 -4.7044 -1.5829 -0.200 -0.117 0.269 -0.4347
C 3.3885 -3.6489 -1.8276 0.127 0.029 -0.314 -0.8520
C 4.0534 -2.3963 -2.4239 -0.375 -0.293 0.294 -0.3764
C 3.6130 -1.1339 -1.6936 0.600 0.120 -0.049 -0.2586
C 4.2135 0.1546 -2.3006 -0.604 -0.644 -0.502 -0.4308
C 3.1416 1.1152 -2.8385 0.185 0.525 0.204 -0.9556
C 2.8937 2.3387 -1.9491 0.341 -0.623 0.239 -0.9704
C 2.7268 2.0011 -0.4494 -0.393 0.550 -0.182 -0.3758
C 1.3642 2.4281 0.1482 0.584 -0.396 0.153 -0.9939
C 0.4733 1.2518 0.5778 -0.195 0.726 -0.010 -0.7717
C -0.7335 0.9445 -0.2739 -0.068 -0.179 -0.298 0.9334
C -1.6558 0.0115 0.2200 -0.549 -0.174 -0.393 -0.9412
C -2.8099 -0.3702 -0.4720 0.121 0.344 -0.160 0.2412
C -3.7886 -1.3507 0.1186 -0.014 0.349 0.121 -1.0055
C -3.9000 -2.6372 -0.6364 0.241 -0.727 0.288 -0.1140
N -3.4039 -3.6866 -0.1276 0.030 0.022 -0.024 -0.6946
C -2.9922 0.2081 -1.7335 -0.136 -0.179 0.432 1.5267
C -2.0991 1.1317 -2.2307 0.343 0.253 0.188 -0.5930
C -0.9750 1.5304 -1.5182 -0.236 -0.092 0.009 -0.3911
C -2.6011 1.5949 -3.5624 0.272 -0.976 1.209 -0.4093
O -2.3768 2.5992 -4.1249 0.230 0.838 -0.856 -0.4855
N -3.5690 0.5722 -3.9755 0.174 0.331 -0.353 0.0323
S -2.9027 -0.4935 -5.1087 -0.359 -0.223 -1.562 1.2811
C -2.4819 -1.9813 -4.2396 -0.334 -0.115 0.440 -0.8539
O -1.6934 0.0887 -5.6020 0.237 0.360 0.657 -0.6348
O -3.9006 -0.8191 -6.0739 -0.332 -0.177 0.403 -0.6659
C -4.0767 0.0081 -2.7373 1.457 0.461 0.189 -0.1593
O -5.1521 -0.4506 -2.5994 -1.237 -0.872 -0.010 -0.4749
H 5.3812 -5.4673 -0.0538 0.047 -0.096 0.078 0.2530
H 4.5396 -3.9526 0.3369 -0.033 0.076 0.147 0.3034
H 5.9989 -3.9451 -0.6988 0.087 0.175 0.165 0.2365
H 2.6442 -4.0403 -2.5162 -0.047 -0.130 -0.098 0.3380
H 2.8529 -3.3976 -0.9071 0.033 0.060 0.187 0.4829
H 5.1301 -2.5337 -2.3639 0.208 0.123 0.018 0.1351
H 3.8019 -2.3287 -3.4808 0.038 0.104 -0.149 0.3379
H 2.5259 -1.0961 -1.7233 -0.192 0.095 0.132 0.2406
H 3.9160 -1.2337 -0.6509 -0.125 -0.025 0.196 0.2857
H 4.8085 -0.1735 -3.1515 0.265 0.122 -0.035 0.1134
H 4.8919 0.6376 -1.6033 0.033 0.175 0.086 0.4957
H 2.1939 0.5962 -2.9733 -0.049 -0.242 -0.105 0.3835
H 3.4539 1.4729 -3.8170 -0.113 0.049 -0.179 0.3586
H 2.0173 2.8707 -2.3105 -0.036 0.194 -0.099 0.5200
H 3.7541 2.9962 -2.0483 0.009 0.226 -0.122 0.3756
H 3.5062 2.5322 0.0885 0.148 -0.061 0.177 0.3825
H 2.8803 0.9427 -0.2593 0.088 -0.130 -0.043 0.0865
H 1.5533 3.0232 1.0368 -0.018 0.140 0.096 0.3465
H 0.8867 3.0959 -0.5595 -0.321 0.100 0.039 0.5972
H 1.0894 0.3642 0.6997 -0.007 -0.247 -0.114 0.5478
H 0.1010 1.4719 1.5779 -0.147 -0.080 0.136 0.3457
H -1.4784 -0.4432 1.1861 0.076 -0.012 0.088 0.5308
H -4.7757 -0.8946 0.1953 -0.102 0.106 -0.112 0.2382
H -3.4629 -1.5770 1.1287 0.006 -0.215 0.114 0.3812
H -4.4257 -2.6835 -1.5865 -0.122 0.394 -0.141 0.5094
H -3.5696 -4.4906 -0.7314 0.025 -0.025 0.004 0.2727
H -0.3165 2.2705 -1.9421 0.108 0.049 -0.045 0.4367
H -1.6191 -2.3845 -4.7518 0.160 -0.011 -0.141 0.4434
H -2.2526 -1.8225 -3.1896 0.220 0.197 0.016 0.2154
H -3.3155 -2.6695 -4.3079 -0.167 -0.041 -0.102 0.3238
C -5.8837 -0.1626 4.0847 0.005 -0.014 0.006 -0.1666
C -5.6150 0.4697 2.8792 0.032 -0.008 -0.031 -0.3436
C -6.6496 1.0210 2.1364 0.014 0.004 -0.014 -0.4988
C -7.9540 0.9467 2.6046 -0.006 -0.006 -0.002 -0.4441
C -8.2228 0.3174 3.8120 -0.003 -0.005 -0.001 -0.4229
C -7.1884 -0.2403 4.5506 -0.002 -0.005 0.001 -0.3387
H -5.0763 -0.5947 4.6617 0.000 0.013 0.018 0.1562
H -4.5958 0.5331 2.5170 0.005 0.014 0.004 0.5253
H -6.4401 1.5095 1.1929 -0.001 0.013 0.003 0.4163
H -8.7610 1.3796 2.0281 -0.004 -0.001 -0.004 0.3658
H -9.2398 0.2610 4.1776 -0.005 -0.004 -0.001 0.3653
H -7.3995 -0.7350 5.4901 -0.002 0.009 0.009 0.3698
C -4.3448 -2.8474 6.8247 0.004 0.025 -0.016 -0.0970
C -4.2758 -3.5809 8.0007 -0.013 -0.008 0.006 -0.5268
C -3.0416 -3.9408 8.5231 0.002 0.006 0.003 -0.3437
C -1.8755 -3.5612 7.8733 0.002 -0.003 0.004 -0.3655
C -1.9440 -2.8253 6.6989 0.011 0.004 -0.009 -0.5371
C -3.1785 -2.4713 6.1731 -0.013 0.005 0.014 -0.1376
H -5.3084 -2.5693 6.4161 -0.002 -0.010 -0.010 0.3041
H -5.1850 -3.8728 8.5102 -0.004 -0.008 -0.003 0.3568
H -2.9883 -4.5175 9.4374 -0.001 0.004 0.008 0.3605
H -0.9129 -3.8391 8.2827 0.004 -0.003 -0.001 0.3505
H -1.0345 -2.5282 6.1928 0.003 -0.007 -0.006 0.3535
H -3.2307 -1.9017 5.2539 0.012 -0.010 -0.012 0.2980
C 0.2565 5.0618 4.4598 0.007 -0.012 0.004 -0.4607
C 0.6854 6.3807 4.4077 0.009 0.002 0.000 -0.3583
C 0.5391 7.1132 3.2378 -0.002 -0.002 0.005 -0.3872
C -0.0429 6.5294 2.1212 0.012 0.008 -0.002 -0.4808
C -0.4743 5.2117 2.1745 -0.006 -0.045 -0.037 -0.2157
C -0.3218 4.4767 3.3421 0.008 -0.008 -0.013 -0.3772
H 0.3724 4.4903 5.3717 -0.002 0.000 0.005 0.3658
H 1.1341 6.8383 5.2798 0.007 0.000 0.002 0.3663
H 0.8784 8.1401 3.1963 -0.007 0.007 0.004 0.3594
H -0.1601 7.1013 1.2100 -0.003 0.000 -0.004 0.3727
H -0.9299 4.7560 1.3039 -0.003 0.001 -0.004 0.4346
H -0.6555 3.4470 3.3818 -0.021 0.004 0.010 0.3809
C 7.0141 -1.3971 -5.4106 -0.016 -0.007 0.013 -0.2454
C 6.9961 -0.9413 -6.7214 -0.013 0.003 -0.006 -0.4571
C 7.6636 0.2279 -7.0588 0.006 0.000 0.002 -0.3669
C 8.3549 0.9379 -6.0869 -0.006 0.002 -0.007 -0.3923
C 8.3751 0.4811 -4.7765 -0.004 0.012 0.008 -0.4371
C 7.7024 -0.6846 -4.4383 -0.017 -0.014 0.024 -0.3442
H 6.4913 -2.3077 -5.1462 0.001 -0.004 0.002 0.3802
H 6.4612 -1.4975 -7.4804 -0.008 0.002 -0.002 0.3751
H 7.6451 0.5861 -8.0799 0.006 -0.003 -0.006 0.3648
H 8.8780 1.8479 -6.3511 0.001 0.005 0.000 0.3662
H 8.9146 1.0344 -4.0185 0.000 0.003 0.003 0.3660
H 7.7135 -1.0388 -3.4151 0.009 -0.004 0.003 0.3860
```
Forces are in eV/Å.

Values from the calculation:
* SMILES: [H]/N=C/Cc1cc(CCCCCCCCCOC)cc2c1C(=O)N(S(C)(=O)=O)C2=O.c1ccccc1.c1ccccc1.c1ccccc1.c1ccccc1
* E_LUMO: -0.69 eV
* energy: -71591.8785 eV
* Kohn-Sham gap: 0.3232 Ha